This record from OMol25 describes a molecular structure, C24H31BO3S2 at a distorted geometry. The level of theory is the ωB97M-V functional and the def2-TZVPD basis.

2S+1   1
Orbital gap   4.22 eV
DFT total energy   -1979.91103 hartree
F_max   4.3 eV/A
LUMO   -1.257 eV

Positions of all 61 atoms, in Å:
C (1.29, -3.14, -2.64)
O (0.50, -4.33, -2.54)
C (0.98, -3.58, 1.45)
C (0.68, -2.15, 1.74)
C (-0.07, -1.87, 2.93)
C (0.01, -0.67, 3.66)
C (0.80, 0.39, 3.19)
C (1.44, 0.25, 1.95)
C (1.33, -0.95, 1.23)
H (2.21, -3.49, -3.10)
H (0.79, -2.44, -3.32)
H (1.44, -2.62, -1.70)
H (0.74, -3.91, 0.47)
H (-0.58, -2.70, 3.40)
H (-0.44, -0.58, 4.67)
H (0.99, 1.27, 3.80)
H (2.12, 1.06, 1.60)
H (1.88, -1.02, 0.29)
C (2.39, -8.75, 2.45)
C (1.88, -7.36, 2.59)
C (1.32, -6.71, 3.71)
C (1.22, -5.32, 3.64)
C (1.61, -4.55, 2.42)
B (-0.58, -4.88, -2.11)
C (2.83, -3.78, 2.54)
C (3.10, -2.88, 3.52)
C (4.06, -1.93, 3.12)
C (4.47, -2.08, 1.79)
C (5.40, -1.26, 1.00)
S (3.73, -3.44, 1.09)
O (-1.79, -5.18, -2.67)
C (-2.49, -5.71, -1.56)
C (-3.94, -5.67, -1.94)
C (-2.11, -7.20, -1.31)
C (-1.98, -4.88, -0.35)
C (-2.21, -3.42, -0.18)
C (-2.46, -5.45, 0.97)
O (-0.58, -5.08, -0.58)
S (2.22, -6.21, 1.40)
H (2.10, -9.45, 3.22)
H (2.03, -9.16, 1.50)
H (3.48, -8.76, 2.39)
H (0.98, -7.27, 4.60)
H (0.89, -4.67, 4.43)
H (2.52, -2.83, 4.45)
H (4.40, -1.10, 3.74)
H (5.90, -0.50, 1.60)
H (6.15, -1.89, 0.52)
H (4.85, -0.74, 0.21)
H (-4.56, -5.92, -1.08)
H (-4.19, -4.68, -2.34)
H (-4.01, -6.41, -2.74)
H (-2.88, -7.72, -0.73)
H (-1.90, -7.65, -2.29)
H (-1.20, -7.27, -0.70)
H (-2.14, -2.68, -1.00)
H (-3.01, -3.17, 0.50)
H (-1.41, -3.14, 0.61)
H (-3.52, -5.63, 0.78)
H (-1.90, -6.34, 1.25)
H (-2.40, -4.70, 1.73)


This record from OMol25 describes a molecular structure, H38O19Ti at a distorted geometry. The level of theory is the ωB97M-V functional and the def2-TZVPD basis.

<S²>   3.75
2S+1   4
Net charge   +1
Orbital gap (alpha / beta)   4.23 / 10.91 eV
DFT total energy   -2301.64611 hartree
F_max   1.7 eV/A
LUMO (alpha / beta)   -2.098 / -2.393 eV

Positions of all 58 atoms, in Å:
Ti (-7.37, 3.41, 14.40)
O (-6.70, 2.15, 16.11)
H (-6.26, 1.29, 16.01)
H (-7.29, 2.03, 16.88)
O (-5.70, 0.27, 18.49)
H (-6.11, -0.46, 18.99)
H (-5.16, 0.67, 19.18)
O (-9.28, 2.23, 14.36)
H (-10.21, 2.48, 14.59)
H (-9.10, 1.46, 14.91)
O (-7.82, 7.64, 15.34)
H (-7.96, 8.46, 15.80)
H (-8.42, 7.63, 14.59)
O (-8.40, 6.57, 11.79)
H (-9.26, 6.73, 12.21)
H (-8.38, 7.03, 10.97)
O (-5.59, 7.28, 13.48)
H (-6.48, 7.40, 13.85)
H (-5.59, 7.73, 12.65)
O (-10.46, 5.75, 13.61)
H (-9.74, 5.20, 13.22)
H (-10.00, 6.20, 14.35)
O (-6.45, 1.96, 13.05)
H (-6.84, 1.32, 12.42)
H (-5.82, 1.39, 13.52)
O (-10.43, 3.63, 10.65)
H (-10.31, 4.23, 11.38)
H (-11.23, 3.94, 10.20)
O (-8.57, 0.02, 15.46)
H (-9.05, -0.74, 15.81)
H (-8.35, -0.26, 14.58)
O (-8.20, 4.75, 16.13)
H (-8.90, 4.89, 16.76)
H (-8.31, 5.44, 15.48)
O (-4.30, 1.23, 14.33)
H (-4.26, 2.09, 14.76)
H (-3.40, 0.93, 14.39)
O (-5.58, 4.61, 18.04)
H (-5.43, 5.40, 18.59)
H (-5.89, 4.93, 17.18)
O (-8.68, 0.27, 12.15)
H (-9.00, 1.16, 12.44)
H (-8.89, 0.20, 11.23)
O (-8.37, 3.81, 12.28)
H (-8.23, 3.10, 11.63)
H (-7.74, 4.52, 12.15)
O (-11.82, 3.44, 14.72)
H (-11.60, 4.33, 14.49)
H (-12.75, 3.34, 14.58)
O (-5.37, 4.39, 14.91)
H (-5.24, 5.26, 14.50)
H (-4.65, 4.17, 15.53)
O (-3.88, 2.89, 16.65)
H (-4.37, 3.47, 17.26)
H (-2.96, 2.79, 16.90)
O (-10.13, 4.73, 18.24)
H (-9.75, 5.42, 18.81)
H (-10.79, 4.29, 18.78)


This record from OMol25 describes a molecular structure, C24H64CuF2NO28S10 at a distorted geometry. The level of theory is the ωB97M-V functional and the def2-TZVPD basis.

<S²>   0.75
2S+1   2
Net charge   +1
Orbital gap (alpha / beta)   6.79 / 3.32 eV
DFT total energy   -8935.72282 hartree
F_max   12.4 eV/A
LUMO (alpha / beta)   -5.421 / -8.890 eV

Positions of all 130 atoms, in Å:
Cu (-11.86, 5.21, -26.66)
N (-11.14, 3.39, -26.09)
S (-9.85, 2.68, -25.92)
O (-9.55, 1.79, -27.06)
O (-9.28, 2.39, -24.64)
F (-9.11, 4.06, -26.36)
S (-12.06, 2.16, -25.41)
O (-12.24, 2.23, -23.95)
O (-12.13, 0.94, -26.14)
F (-13.46, 2.76, -25.96)
O (-15.31, 5.55, -23.58)
S (-13.87, 5.55, -23.45)
O (-13.05, 5.21, -24.63)
O (-13.44, 7.09, -22.97)
C (-14.22, 7.74, -22.01)
C (-13.83, 9.20, -21.83)
C (-13.27, 4.64, -21.94)
H (-14.32, 7.25, -21.04)
H (-15.27, 7.74, -22.32)
H (-12.83, 9.21, -21.40)
H (-14.53, 9.66, -21.14)
H (-13.86, 9.78, -22.75)
H (-12.20, 4.80, -21.83)
H (-13.33, 3.60, -22.24)
H (-13.77, 4.94, -21.02)
O (-8.77, 7.85, -25.23)
S (-9.67, 7.10, -24.41)
O (-10.64, 6.23, -25.10)
O (-8.80, 6.09, -23.45)
C (-9.51, 5.11, -22.71)
C (-8.59, 4.00, -22.28)
C (-10.32, 8.24, -23.13)
H (-10.34, 4.68, -23.28)
H (-9.87, 5.61, -21.81)
H (-8.00, 3.53, -23.08)
H (-9.02, 3.25, -21.61)
H (-7.94, 4.48, -21.55)
H (-10.68, 9.11, -23.67)
H (-9.57, 8.55, -22.40)
H (-11.17, 7.88, -22.54)
O (-10.57, -4.67, -28.23)
S (-11.71, -3.85, -28.67)
O (-12.75, -3.38, -27.71)
O (-11.17, -2.48, -29.46)
C (-10.42, -1.66, -28.60)
C (-9.86, -0.56, -29.45)
C (-12.54, -4.75, -30.11)
H (-9.58, -2.16, -28.13)
H (-11.00, -1.32, -27.74)
H (-9.38, -0.95, -30.36)
H (-9.04, -0.07, -28.94)
H (-10.51, 0.31, -29.52)
H (-13.17, -4.04, -30.64)
H (-13.18, -5.47, -29.60)
H (-11.66, -5.03, -30.70)
O (-17.45, 0.65, -26.01)
S (-17.13, 1.58, -24.91)
O (-18.02, 1.65, -23.73)
O (-15.58, 1.42, -24.42)
C (-15.19, 0.15, -23.86)
C (-15.03, -0.86, -24.97)
C (-17.00, 3.30, -25.61)
H (-15.87, -0.17, -23.07)
H (-14.25, 0.20, -23.31)
H (-14.72, -0.37, -25.90)
H (-15.98, -1.34, -25.16)
H (-14.35, -1.63, -24.60)
H (-16.23, 3.82, -25.05)
H (-18.03, 3.63, -25.51)
H (-16.70, 3.37, -26.66)
O (-4.95, 5.47, -22.03)
S (-4.62, 5.64, -23.44)
O (-3.22, 5.60, -23.84)
O (-5.32, 4.34, -24.27)
C (-5.43, 4.23, -25.67)
C (-6.11, 2.85, -26.04)
C (-5.58, 7.07, -24.26)
H (-4.40, 4.22, -26.04)
H (-5.95, 5.01, -26.22)
H (-5.47, 1.99, -25.87)
H (-6.33, 2.84, -27.11)
H (-7.03, 2.63, -25.51)
H (-5.19, 7.14, -25.27)
H (-5.19, 7.96, -23.77)
H (-6.66, 7.14, -24.26)
O (-7.39, -2.34, -22.03)
S (-7.72, -1.15, -21.21)
O (-9.04, -1.19, -20.52)
O (-6.53, -0.72, -20.14)
C (-5.24, -1.29, -20.27)
C (-5.05, -2.64, -19.65)
C (-7.59, 0.31, -22.26)
H (-4.54, -0.62, -19.77)
H (-4.83, -1.26, -21.28)
H (-5.27, -2.64, -18.59)
H (-3.98, -2.79, -19.79)
H (-5.63, -3.42, -20.14)
H (-6.56, 0.27, -22.61)
H (-7.85, 1.18, -21.65)
H (-8.44, 0.26, -22.94)
O (-17.80, 2.19, -29.26)
S (-17.75, 1.04, -30.17)
O (-18.15, 1.17, -31.57)
O (-16.19, 0.38, -30.08)
C (-15.34, 0.52, -28.92)
C (-14.14, -0.47, -28.71)
C (-18.68, -0.29, -29.39)
H (-15.96, 0.38, -28.03)
H (-15.02, 1.56, -28.85)
H (-13.38, -0.12, -28.01)
H (-13.65, -0.68, -29.67)
H (-14.51, -1.46, -28.45)
H (-18.57, -1.20, -29.98)
H (-19.73, 0.01, -29.30)
H (-18.25, -0.35, -28.39)
O (-9.55, 5.75, -30.59)
S (-9.25, 5.64, -29.15)
O (-10.34, 5.66, -28.16)
O (-8.23, 4.33, -28.88)
C (-7.31, 3.90, -29.85)
C (-7.27, 2.34, -29.83)
C (-8.03, 6.86, -28.62)
H (-6.35, 4.35, -29.61)
H (-7.53, 4.33, -30.83)
H (-7.80, 1.88, -30.67)
H (-7.75, 1.78, -29.03)
H (-6.21, 2.11, -29.90)
H (-8.53, 7.72, -28.19)
H (-7.35, 7.10, -29.45)
H (-7.31, 6.50, -27.88)


This record from OMol25 describes 4 unconnected molecules or ions with the total composition C2H11NO5 at a distorted geometry. The level of theory is the ωB97M-V functional and the def2-TZVPD basis.

<S²>   0.77
2S+1   2
Net charge   +1
Orbital gap (alpha / beta)   9.14 / 3.60 eV
DFT total energy   -513.33676 hartree
F_max   3.6 eV/A
LUMO (alpha / beta)   -5.424 / -10.678 eV

Positions of all 19 atoms, in Å:
O (-0.70, -0.55, -0.89)
C (-1.82, -0.36, -0.50)
N (-2.11, 0.87, 0.14)
C (-0.97, 1.79, 0.33)
O (-0.64, 2.62, -0.73)
H (-2.82, -0.83, -0.72)
H (-3.07, 1.20, 0.08)
H (-1.06, 2.45, 1.19)
H (-0.05, 1.27, 0.66)
H (-0.04, 2.13, -1.34)
H (0.27, -1.97, 0.06)
H (0.97, -3.48, 0.33)
O (1.03, -2.53, 0.19)
H (1.62, -0.47, 1.48)
H (1.75, 0.87, 2.32)
O (1.65, -0.10, 2.39)
H (2.39, -1.56, -2.01)
H (1.36, -0.64, -1.32)
O (2.26, -0.68, -1.65)


This record from OMol25 describes C31H33NO6 in the gas phase at a distorted geometry. The level of theory is the ωB97M-V functional and the def2-TZVPD basis.

SMILES   CCN(CC)CC[C@@H](c1ccc2c(c1)OCO2)c1c(OC)cc(OC)c2c(-c3ccccc3)cc(=O)oc12
2S+1   1
Orbital gap   7.87 eV
DFT total energy   -1707.24687 hartree
F_max   1.3 eV/A
LUMO   0.208 eV

Positions of all 71 atoms, in Å:
C (-1.80, 4.96, -3.86)
H (-2.28, 5.16, -2.91)
H (-1.41, 5.90, -4.26)
H (-2.55, 4.58, -4.55)
C (-0.65, 3.96, -3.69)
N (-0.93, 2.74, -2.97)
C (-0.99, 2.87, -1.53)
H (-1.61, 2.08, -1.12)
H (-1.43, 3.83, -1.23)
C (0.42, 2.76, -0.92)
H (0.41, 3.16, 0.10)
H (1.11, 3.35, -1.52)
C (0.90, 1.30, -0.91)
C (0.18, 0.50, 0.15)
C (-0.70, -0.54, -0.20)
C (-1.36, -1.32, 0.76)
C (-1.16, -1.02, 2.13)
C (-0.29, -0.01, 2.48)
C (0.38, 0.74, 1.51)
O (1.24, 1.74, 1.82)
C (1.61, 1.95, 3.16)
H (2.38, 2.72, 3.13)
H (2.04, 1.05, 3.61)
H (0.77, 2.30, 3.77)
H (-0.13, 0.22, 3.52)
O (-1.87, -1.75, 3.03)
C (-1.72, -1.49, 4.40)
H (-0.69, -1.67, 4.73)
H (-2.38, -2.20, 4.90)
H (-2.02, -0.48, 4.66)
C (-2.22, -2.38, 0.29)
C (-2.41, -2.53, -1.05)
C (-1.75, -1.69, -2.02)
O (-1.88, -1.76, -3.22)
O (-0.88, -0.75, -1.52)
H (-3.05, -3.30, -1.44)
C (-2.88, -3.32, 1.21)
C (-2.14, -4.31, 1.84)
C (-2.77, -5.23, 2.67)
C (-4.14, -5.16, 2.87)
C (-4.88, -4.18, 2.24)
C (-4.26, -3.27, 1.40)
H (-4.83, -2.50, 0.90)
H (-5.95, -4.12, 2.39)
H (-4.63, -5.87, 3.52)
H (-2.19, -6.00, 3.16)
H (-1.08, -4.37, 1.68)
C (2.38, 1.12, -0.71)
C (2.93, -0.13, -0.98)
C (4.28, -0.41, -0.80)
C (5.07, 0.60, -0.34)
C (4.54, 1.86, -0.06)
C (3.21, 2.15, -0.24)
H (2.83, 3.13, 0.00)
O (5.54, 2.69, 0.40)
C (6.72, 1.91, 0.37)
O (6.42, 0.61, -0.07)
H (7.45, 2.37, -0.32)
H (7.16, 1.87, 1.38)
H (4.68, -1.39, -1.02)
H (2.27, -0.90, -1.35)
H (0.64, 0.88, -1.88)
C (-1.86, 1.81, -3.58)
C (-3.35, 2.00, -3.27)
H (-3.91, 1.21, -3.77)
H (-3.54, 1.92, -2.20)
H (-3.72, 2.96, -3.62)
H (-1.71, 1.88, -4.66)
H (-1.57, 0.80, -3.28)
H (0.17, 4.46, -3.17)
H (-0.28, 3.68, -4.68)


This record from OMol25 describes a molecular structure, C26H23N7O4Pd at a distorted geometry. The level of theory is the ωB97M-V functional and the def2-TZVPD basis.

2S+1   1
Orbital gap (alpha / beta)   6.70 / 6.71 eV
DFT total energy   -1816.78513 hartree
F_max   2.1 eV/A
LUMO (alpha / beta)   -0.596 / -0.579 eV

Positions of all 61 atoms, in Å:
Pd (0.00, 0.11, 0.01)
C (-3.95, 3.06, 4.82)
C (-2.82, 2.39, 4.08)
C (-1.52, 2.89, 4.12)
C (-0.50, 2.27, 3.43)
C (-0.69, 1.10, 2.68)
N (0.36, 0.49, 2.02)
C (1.63, 0.53, 2.56)
C (1.83, 0.24, 3.92)
C (3.08, 0.20, 4.50)
C (4.23, 0.43, 3.74)
C (5.61, 0.35, 4.35)
C (4.06, 0.72, 2.40)
C (2.80, 0.79, 1.81)
N (2.75, 1.19, 0.45)
C (3.52, 2.15, -0.11)
C (3.34, 2.09, -1.47)
C (2.43, 1.05, -1.66)
N (2.10, 0.50, -0.50)
C (-2.01, 0.61, 2.64)
C (-3.04, 1.26, 3.31)
N (-2.36, -0.57, 1.92)
C (-3.33, -1.45, 2.26)
C (-3.49, -2.32, 1.20)
C (-2.56, -1.89, 0.24)
N (-1.89, -0.84, 0.69)
H (-3.56, 3.67, 5.63)
H (-4.63, 2.32, 5.23)
H (-4.52, 3.71, 4.15)
H (-1.31, 3.80, 4.68)
H (0.49, 2.70, 3.45)
H (0.96, 0.04, 4.52)
H (3.18, -0.02, 5.55)
H (5.55, 0.45, 5.43)
H (6.26, 1.13, 3.96)
H (6.07, -0.61, 4.12)
H (4.93, 0.89, 1.77)
H (4.11, 2.82, 0.50)
H (3.80, 2.72, -2.22)
H (2.01, 0.68, -2.58)
H (-4.05, 0.89, 3.21)
H (-3.81, -1.42, 3.22)
H (-4.17, -3.15, 1.14)
H (-2.36, -2.30, -0.73)
C (0.14, -2.78, -2.64)
C (-0.43, -1.43, -2.92)
N (-0.51, -0.44, -2.06)
C (-1.08, 0.64, -2.71)
C (-1.36, 0.26, -3.99)
N (-0.94, -1.04, -4.10)
C (-1.96, 0.94, -5.17)
O (-2.35, 2.16, -4.98)
O (-2.05, 0.32, -6.21)
C (-1.27, 1.98, -2.05)
O (-1.85, 2.85, -2.72)
O (-0.80, 2.09, -0.90)
H (0.50, -2.80, -1.62)
H (0.97, -2.98, -3.32)
H (-0.61, -3.56, -2.77)
H (-1.03, -1.55, -4.97)
H (-2.17, 2.46, -4.00)


This record from OMol25 describes a molecular structure, C12H29ClI2NOP2Sc at a distorted geometry. The level of theory is the ωB97M-V functional and the def2-TZVPD basis.

2S+1   1
Net charge   +2
Orbital gap (alpha / beta)   4.52 / 4.54 eV
DFT total energy   -3103.17868 hartree
F_max   2.3 eV/A
LUMO (alpha / beta)   -10.995 / -10.977 eV

Positions of all 49 atoms, in Å:
I (-0.04, -1.60, -3.09)
I (0.06, 1.69, -3.89)
Sc (-0.11, 0.38, -1.09)
P (-2.79, 0.26, -1.90)
C (-2.92, 0.19, -3.71)
C (-3.99, -1.01, -1.36)
H (-4.99, -0.51, -1.36)
H (-4.85, 1.43, -1.38)
H (-3.70, -1.36, -0.35)
H (-3.37, 2.21, -0.64)
H (-2.43, -0.72, -4.06)
H (-4.01, -1.89, -2.02)
C (-3.80, 1.75, -1.54)
H (-3.94, 0.23, -4.09)
H (-3.74, 2.46, -2.38)
H (-2.36, 1.05, -4.12)
P (2.76, 0.24, -1.62)
C (2.91, -0.02, -3.45)
C (3.81, 1.74, -1.43)
H (3.75, -1.20, 0.04)
H (4.94, -0.55, -1.15)
H (3.87, -1.94, -1.55)
C (3.94, -0.99, -1.02)
H (3.45, 2.27, -0.53)
H (4.86, 1.43, -1.32)
H (3.94, -0.08, -3.81)
H (2.38, 0.82, -3.96)
H (3.71, 2.41, -2.29)
H (2.38, -0.94, -3.71)
Cl (-0.10, 2.48, -0.01)
O (-0.28, -0.89, 0.54)
C (-0.18, -1.20, 1.80)
C (1.20, -1.25, 2.46)
C (1.55, 0.06, 3.14)
C (0.70, 0.14, 4.46)
C (-0.79, 0.35, 4.19)
C (-1.55, -0.95, 3.85)
N (-1.29, -1.47, 2.51)
H (1.30, -2.07, 3.19)
H (1.89, -1.48, 1.63)
H (2.63, 0.04, 3.42)
H (1.30, 0.93, 2.50)
H (0.87, -0.84, 4.99)
H (1.07, 1.04, 5.01)
H (-1.23, 0.95, 5.01)
H (-0.89, 1.02, 3.32)
H (-1.42, -1.71, 4.64)
H (-2.60, -0.67, 3.94)
H (-1.89, -2.21, 2.19)


Listing relative energy (zero: lowest compared OMol25 entry of this formula, charge and spin) for the structures above in their given order: 0.1 0.0 0.0 64.3 4.3 4.8 58.1 kcal per mole.
Listing M for the structures above in their given order: 442.5 390.2 1237.0 129.1 515.6 603.9 599.5 g/mol.